Model i:
Computed, not measured: a cluster of 3 separate species, C5H15NO2 in total, with wB97M-V/def2-TZVPD.

XYZ file:
```
23
C5H15NO2 wB97M-V/def2-TZVPD
C -1.95 1.27 -0.86
N -1.03 1.12 0.25
C 0.30 0.68 -0.10
C 0.57 -0.57 -0.44
C 1.77 -1.19 -1.06
C 1.24 1.86 -0.20
H -1.70 2.21 -1.39
H -1.78 0.54 -1.68
H -2.95 1.31 -0.46
H -1.40 0.45 0.94
H -0.27 -1.25 -0.33
H 1.49 -2.07 -1.63
H 2.40 -0.46 -1.60
H 2.44 -1.60 -0.30
H 2.13 1.52 -0.78
H 1.63 2.15 0.76
H 0.85 2.67 -0.80
H -2.43 -2.42 -1.25
H -2.40 -3.26 -0.04
O -1.95 -2.49 -0.41
H 1.48 0.74 3.10
H 1.93 -0.26 2.01
O 1.23 -0.06 2.64
```

Its spin multiplicity is 1. The total charge is 0.

Let us look at the Mulliken charges, expressed in e, one per atom: C -0.84; N -0.40; C 0.50; C -0.13; C -1.28; C -1.01; H 0.25; H 0.28; H 0.36; H 0.31; H 0.24; H 0.33; H 0.34; H 0.27; H 0.27; H 0.24; H 0.31; H 0.28; H 0.27; O -0.58; H 0.31; H 0.31; O -0.63


Model ii:
Computed, not measured: a cluster of 4 separate species, C5H15NO2 in total, with wB97M-V/def2-TZVPD.

XYZ file:
```
23
C5H15NO2 wB97M-V/def2-TZVPD
C -0.58 0.84 0.34
N 1.20 0.24 -1.19
C 0.87 0.38 0.23
C 0.03 -2.57 -1.45
C -1.36 -2.43 -1.48
C -2.27 -1.74 -0.76
H -1.02 0.67 1.31
H -0.58 1.88 0.05
H -1.11 0.25 -0.41
H 2.18 0.15 -1.39
H 1.52 1.10 0.69
H 1.03 -0.58 0.73
H 0.65 -2.63 -0.58
H 0.40 -3.01 -2.37
H -1.79 -2.87 -2.39
H -3.31 -1.82 -1.00
H -1.95 -1.30 0.17
H 0.47 1.60 3.64
H 0.67 -0.46 -1.71
O 1.28 3.59 1.26
H 1.76 4.33 1.64
H 1.20 2.84 1.95
O 0.71 1.56 2.71
```

Its spin multiplicity is 1. The total charge is 0.

Let us look at the Mulliken charges, expressed in e, one per atom: C -1.21; N -0.46; C -0.13; C -0.76; C 0.33; C -0.62; H 0.31; H 0.32; H 0.38; H 0.26; H 0.45; H 0.11; H 0.37; H 0.30; H 0.24; H 0.30; H 0.43; H 0.13; H 0.13; O -0.69; H 0.27; H 0.40; O -0.85


Model iii:
Computed, not measured: a cluster of 2 separate species, C5H15NO2 in total, with wB97M-V/def2-TZVPD.

XYZ file:
```
23
C5H15NO2 wB97M-V/def2-TZVPD
C -0.92 -1.30 0.26
C 0.11 -0.12 0.34
C 0.17 0.72 1.70
C 0.82 -0.31 2.70
N -0.17 0.93 -0.70
C -0.49 0.36 -2.06
O -1.82 0.05 -2.48
H -0.76 -2.05 -0.58
H -0.92 -1.92 1.30
H -2.08 -1.06 0.20
H 1.04 -0.55 0.07
H -0.97 0.92 2.09
H 0.55 1.76 1.62
H 0.43 -1.35 2.64
H 1.87 -0.50 2.65
H 0.48 -0.07 3.71
H -0.85 1.64 -0.34
H 0.05 -0.48 -2.39
H -0.32 1.19 -2.83
H -2.65 0.46 -2.30
H 1.88 0.75 -1.15
H 2.03 0.42 -2.59
O 2.54 0.49 -1.85
```

Its spin multiplicity is 1. The total charge is 0.

Let us look at the Mulliken charges, expressed in e, one per atom: C -1.17; C 0.45; C -0.51; C -1.26; N -0.37; C -0.74; O -0.55; H 0.33; H 0.28; H 0.22; H 0.19; H 0.24; H 0.38; H 0.31; H 0.37; H 0.36; H 0.31; H 0.41; H 0.37; H 0.31; H 0.42; H 0.31; O -0.66


Preferred: model i; penalty for the next structure: 1.201 eV.


Model i:
Computed, not measured: a cluster of 3 separate species, C5H15NO2 in total, with wB97M-V/def2-TZVPD.

XYZ file:
```
23
C5H15NO2 wB97M-V/def2-TZVPD
C 0.84 -0.46 1.53
N 0.92 -0.37 0.12
C 0.13 -1.43 -0.55
C -3.54 -0.53 -1.48
C -2.08 -0.91 -1.50
C -1.39 -1.29 -0.43
H 0.59 -1.44 1.98
H 0.19 0.19 2.14
H 1.83 -0.36 2.00
H 0.71 0.50 -0.32
H 0.26 -1.46 -1.63
H 0.48 -2.30 0.01
H -3.83 0.11 -2.31
H -3.79 -0.11 -0.50
H -4.13 -1.46 -1.52
H -1.73 -0.82 -2.52
H -1.83 -1.58 0.51
H 4.16 1.20 0.37
H 5.34 0.78 1.04
O 4.66 1.46 1.16
H -0.42 3.42 0.52
H -1.36 2.33 0.10
O -0.51 2.46 0.51
```

Its spin multiplicity is 1. The total charge is 0.

Let us look at the Mulliken charges, expressed in e, one per atom: C -1.04; N -0.23; C -0.99; C -1.25; C -0.11; C -0.04; H 0.33; H 0.31; H 0.34; H 0.29; H 0.33; H 0.44; H 0.34; H 0.30; H 0.32; H 0.31; H 0.38; H 0.32; H 0.32; O -0.64; H 0.30; H 0.30; O -0.61


Model ii:
Computed, not measured: a cluster of 3 separate species, C5H15NO2 in total, with wB97M-V/def2-TZVPD.

XYZ file:
```
23
C5H15NO2 wB97M-V/def2-TZVPD
C 0.69 -2.17 -2.00
C -0.06 -1.52 -0.87
N 0.62 0.91 0.67
C -0.26 0.99 -0.41
C -0.49 -0.11 -1.16
C -1.07 2.24 -0.53
H 0.29 -1.96 -3.00
H 0.88 -3.23 -1.80
H 1.64 -1.67 -2.01
H -0.88 -2.22 -0.61
H 0.58 -1.68 0.01
H 0.94 -0.04 0.76
H 1.02 1.66 1.18
H -1.10 0.03 -2.05
H -2.11 1.97 -0.78
H -0.55 2.91 -1.28
H -1.18 2.79 0.41
H 1.80 -1.44 2.62
H 2.56 -0.46 1.58
O 2.62 -1.16 2.22
H -2.42 1.07 1.68
H -1.52 1.94 2.83
O -1.99 1.16 2.53
```

Its spin multiplicity is 1. The total charge is 0.

Let us look at the Mulliken charges, expressed in e, one per atom: C -1.23; C -0.07; N -0.27; C 0.40; C -0.26; C -1.38; H 0.32; H 0.34; H 0.30; H 0.30; H 0.00; H -0.02; H 0.17; H 0.34; H 0.34; H 0.33; H 0.36; H 0.33; H 0.36; O -0.64; H 0.30; H 0.31; O -0.64


Preferred: model ii; penalty for the next structure: 0.317 eV.


Model i:
Computed, not measured: a structure of composition C13H18N6O9RuS, with wB97M-V/def2-TZVPD.

XYZ file:
```
48
C13H18N6O9RuS wB97M-V/def2-TZVPD
Ru 0.29 0.14 0.09
N -1.07 -0.49 1.82
C -1.22 -1.94 1.94
C -0.54 -2.63 0.77
O -0.43 -3.82 0.75
O -0.16 -1.80 -0.16
H -0.52 -0.08 2.56
H -1.93 0.01 1.68
H -2.26 -2.25 1.89
H -0.75 -2.33 2.84
N -0.90 1.68 -1.23
N -1.33 2.89 -0.68
C -0.95 3.22 0.55
N -1.33 4.40 1.03
S -0.03 2.17 1.51
H -0.11 1.82 -1.86
H -1.65 1.22 -1.75
H -1.82 3.54 -1.27
H -1.90 5.04 0.50
H -1.05 4.67 1.95
C 2.11 -1.99 -2.20
C 1.27 -0.97 -2.89
C 1.33 -0.91 -4.38
O 0.54 -0.20 -2.27
H 2.65 -2.63 -2.89
H 1.47 -2.59 -1.55
H 2.82 -1.48 -1.55
H 2.37 -0.78 -4.69
H 0.72 -0.09 -4.76
H 0.98 -1.86 -4.79
O 2.30 0.90 -0.27
C 2.75 0.13 0.63
O 1.93 -0.50 1.35
C 4.21 -0.08 0.78
C 4.68 -1.04 1.66
C 6.05 -1.25 1.74
C 6.95 -0.55 0.96
C 6.44 0.40 0.10
C 5.09 0.65 -0.01
N 7.38 1.16 -0.75
O 6.89 2.00 -1.49
O 8.56 0.90 -0.66
N 6.56 -2.28 2.67
O 5.74 -2.87 3.34
O 7.76 -2.45 2.70
H 4.01 -1.62 2.28
H 8.01 -0.74 1.03
H 4.72 1.40 -0.70
```

Its spin multiplicity is 2. The total charge is +1.

Let us look at the Mulliken charges, expressed in e, one per atom: Ru 0.66; N -0.42; C -0.51; C 0.56; O -0.59; O -0.66; H 0.39; H 0.24; H 0.35; H 0.31; N -0.32; N -0.35; C 0.83; N -0.42; S -0.41; H 0.39; H 0.29; H 0.22; H 0.20; H 0.22; C -0.77; C 0.71; C -1.32; O -0.24; H 0.40; H 0.20; H 0.05; H 0.36; H 0.35; H 0.34; O -0.79; C 1.33; O -0.68; C 0.20; C -0.53; C -0.26; C -0.28; C -0.26; C -0.50; N 1.06; O -0.61; O -0.60; N 1.06; O -0.61; O -0.60; H 0.67; H 0.63; H 0.67


Model ii:
Computed, not measured: a structure of composition C13H18N6O9RuS, with wB97M-V/def2-TZVPD.

XYZ file:
```
48
C13H18N6O9RuS wB97M-V/def2-TZVPD
Ru 0.13 0.24 0.02
N 1.39 -0.19 1.64
C 1.73 -1.63 1.53
C 0.70 -2.42 0.72
O 0.63 -3.61 0.82
O -0.04 -1.70 -0.11
H 2.22 0.39 1.71
H 0.85 -0.02 2.49
H 1.85 -2.09 2.51
H 2.68 -1.72 1.01
N -1.13 0.35 -1.68
N -0.43 0.20 -2.90
C 0.90 0.25 -2.94
N 1.50 0.23 -4.12
S 1.83 0.35 -1.51
H -1.82 -0.39 -1.62
H -1.51 1.31 -1.66
H -0.98 0.26 -3.75
H 1.00 0.18 -4.99
H 2.51 0.24 -4.16
C -3.05 0.19 3.17
C -2.36 0.69 1.95
C -2.91 1.89 1.27
O -1.36 0.09 1.55
H -3.30 1.03 3.84
H -2.46 -0.55 3.69
H -4.00 -0.25 2.87
H -2.58 2.77 1.84
H -4.00 1.89 1.31
H -2.55 2.00 0.25
O -1.03 2.99 -1.34
C -0.27 3.17 -0.38
O 0.22 2.25 0.37
C 0.13 4.57 -0.01
C 0.98 4.80 1.06
C 1.32 6.11 1.37
C 0.85 7.19 0.66
C 0.01 6.92 -0.40
C -0.37 5.64 -0.75
N -0.52 8.05 -1.19
O -1.26 7.78 -2.11
O -0.18 9.16 -0.86
N 2.23 6.35 2.51
O 2.62 5.37 3.12
O 2.53 7.49 2.76
H 1.38 3.99 1.65
H 1.13 8.20 0.91
H -1.03 5.47 -1.58
```

Its spin multiplicity is 2. The total charge is +1.

Let us look at the Mulliken charges, expressed in e, one per atom: Ru 0.54; N -0.39; C -0.48; C 0.60; O -0.59; O -0.57; H 0.31; H 0.29; H 0.38; H 0.29; N -0.29; N -0.35; C 0.90; N -0.43; S -0.38; H 0.39; H 0.48; H 0.25; H 0.20; H 0.22; C -1.39; C 0.86; C -0.91; O -0.27; H 0.38; H 0.36; H 0.34; H 0.29; H 0.46; H 0.01; O -0.82; C 0.77; O -0.52; C 0.28; C -0.55; C -0.26; C -0.32; C -0.32; C -0.44; N 1.08; O -0.61; O -0.60; N 1.09; O -0.63; O -0.60; H 0.65; H 0.63; H 0.67


Preferred: model ii; penalty for the next structure: 2.450 eV.


Model i:
Computed, not measured: an isolated molecule of C2H6N2S, with wB97M-V/def2-TZVPD.

XYZ file:
```
11
C2H6N2S wB97M-V/def2-TZVPD
C 0.08 -0.20 0.34
C -0.56 1.20 0.58
H -0.30 -2.98 -0.33
H 1.06 -2.31 -0.84
H 0.94 -0.02 -0.49
H 0.12 1.84 1.20
H -1.56 1.33 1.08
H 0.73 2.80 -0.87
N 0.38 -2.42 0.06
N -0.49 -1.26 0.51
S -0.41 2.01 -1.25
```

Its spin multiplicity is 1. The total charge is 0.

Let us look at the Mulliken charges, expressed in e, one per atom: C 0.08; C -0.49; H 0.26; H 0.26; H 0.13; H 0.28; H 0.32; H 0.16; N -0.51; N -0.24; S -0.25


Model ii:
Computed, not measured: an isolated molecule of C2H6N2S, with wB97M-V/def2-TZVPD.

XYZ file:
```
11
C2H6N2S wB97M-V/def2-TZVPD
C -1.76 0.58 0.56
C 0.85 -0.08 -0.02
H -1.70 1.61 0.07
H -2.85 0.32 0.56
H -1.54 0.67 1.66
H 2.11 1.40 -0.07
H 0.72 1.73 -1.01
H 1.49 -1.65 0.69
N 1.14 1.22 -0.27
N 1.82 -0.71 0.51
S -0.84 -0.66 -0.42
```

Its spin multiplicity is 1. The total charge is 0.

Let us look at the Mulliken charges, expressed in e, one per atom: C -0.77; C 0.52; H 0.25; H 0.28; H 0.29; H 0.25; H 0.21; H 0.27; N -0.46; N -0.72; S -0.12


Preferred: model ii; penalty for the next structure: 2.679 eV.